# C3H6O

C3H6O in the gas phase at a distorted geometry (ωB97M-V/def2-TZVPD, the Open Molecules 2025 dataset).

```
10
Properties=species:S:1:pos:R:3:forces:R:3
O -1.5405 0.0481 -0.7566 -0.057 -0.149 0.075
C -0.2453 -0.4276 -0.6253 0.179 -0.896 1.016
C 0.1313 -0.6400 0.9678 -0.405 2.193 -1.551
C 0.7566 0.5410 -0.3143 -0.147 -0.199 1.146
H -1.5891 0.9484 -0.3941 0.093 -0.433 -0.061
H -0.0898 -1.2792 -1.2661 0.064 0.018 -0.318
H 0.8919 -0.5187 1.7399 0.706 -1.283 -0.950
H -0.8459 -0.5515 1.4610 0.242 1.104 -0.288
H 1.7674 0.2594 -0.6418 -0.331 -0.018 0.862
H 0.5837 1.6180 -0.3525 -0.343 -0.337 0.068
```
Positions in Å, forces in eV/Å.

Computed properties:
- SMILES: OC1CC1
- Electronic energy: -193.010997 a.u.

Atomic partial charges in e from the Löwdin method, atoms 1 to 4:
1. O -0.017
2. C -0.457
3. C 0.016
4. C -0.054

---

# C4H5NO4S

C4H5NO4S in the gas phase at a distorted geometry (ωB97M-V/def2-TZVPD, the Open Molecules 2025 dataset).

```
15
Properties=species:S:1:pos:R:3:forces:R:3
O 0.7003 2.9805 -0.4352 -0.098 1.013 0.223
N -0.3208 2.3540 -0.2483 -0.069 -0.379 -1.207
O -1.4620 2.7453 -0.3017 -0.011 0.358 0.339
C -0.1158 0.9536 -0.0849 0.385 -2.407 0.004
C 1.0911 0.3750 -0.0854 0.249 4.416 -0.040
C 1.1588 -0.9675 0.4143 1.959 -2.477 -1.578
C -0.0968 -1.7028 -0.0118 -1.073 2.673 3.375
S -1.3518 -0.3601 -0.0857 -1.320 0.059 -0.193
O -2.0998 -0.3318 -1.3080 0.792 -0.018 -0.600
O -2.1681 -0.4460 1.0832 0.436 0.277 1.056
H 1.9376 1.1043 -0.2659 -0.694 -1.358 0.354
H 2.0998 -1.4752 -0.0050 -1.309 0.464 1.044
H 1.1595 -0.8965 1.4798 0.557 -0.166 0.843
H -0.0350 -2.0398 -0.9591 0.094 -1.822 -2.905
H -0.4970 -2.2931 0.8137 0.103 -0.634 -0.714
```
Positions in Å, forces in eV/Å.

Computed properties:
- SMILES: O=[N+]([O-])C1=CCCS1(=O)=O
- Electronic energy: -909.147346 a.u.

Atomic partial charges in e from the Löwdin method, atoms 1 to 4:
1. O 0.087
2. N -0.382
3. O 0.132
4. C -0.194

---

# C12H19Cl2NO2PTc

C12H19Cl2NO2PTc as an isolated structure at a distorted geometry (ωB97M-V/def2-TZVPD, the Open Molecules 2025 dataset).

```
38
Properties=species:S:1:pos:R:3:forces:R:3
C 4.2629 1.7066 -1.4812 -0.058 0.120 -0.975
C 3.1978 0.7404 -0.9503 3.002 -1.769 3.570
H 5.2412 1.2419 -1.6783 -0.485 -0.342 0.279
H 4.4167 2.5059 -0.7437 -0.305 -0.293 0.193
H 3.9344 2.1930 -2.3952 -0.180 0.020 -0.077
O 3.5225 -0.1361 -0.1280 -1.380 2.577 -2.937
Cl 1.6124 3.2315 0.1015 0.251 -1.116 -0.744
Tc 1.0280 1.0962 -0.6682 -2.184 3.221 2.685
P -0.3378 0.0640 -2.3034 -2.285 -1.593 -2.783
C -0.3313 -1.7531 -2.6181 0.485 -0.050 0.912
C -2.0646 0.5147 -2.7961 -0.269 0.650 1.025
H 0.9033 1.7445 -3.4707 0.050 0.179 -0.544
H -0.0686 0.7139 -4.5846 0.073 0.129 0.118
H 1.4706 0.0895 -3.8771 -0.043 0.193 -0.215
C 0.5919 0.7199 -3.7125 1.127 0.211 0.866
H -2.2080 1.5856 -2.5949 -0.052 -0.449 -0.327
H -2.2438 0.3228 -3.8630 0.472 -0.275 0.251
H -0.6662 -1.9720 -3.6412 0.014 0.382 0.201
H -0.9973 -2.2714 -1.9122 0.127 0.177 -0.211
H -2.8058 -0.0332 -2.1972 0.289 0.088 -0.125
H 0.6820 -2.1561 -2.4836 -0.241 0.014 -0.149
C 0.9968 -0.7347 -0.1030 0.406 -7.008 1.187
O 1.0987 -1.8625 0.2241 -0.680 5.581 -1.287
Cl -1.2049 2.1893 -0.4596 0.906 -0.446 -0.170
C 0.2689 0.8106 6.0367 0.191 -0.193 0.282
C 0.2949 0.8636 4.5350 0.477 -0.018 1.605
C -0.8396 1.1192 3.7606 -0.110 -0.109 1.607
C -0.7128 1.1730 2.3744 0.272 0.045 -2.847
N 0.4578 0.9909 1.7517 0.299 -0.307 -1.495
C 1.5372 0.6905 2.4825 0.130 0.187 -1.035
C 1.4989 0.6669 3.8710 -0.602 -0.004 0.957
H 0.1687 1.8113 6.4894 -0.064 -0.177 -0.324
H -0.5484 0.1936 6.4371 0.087 0.193 -0.292
H 1.2133 0.3893 6.4049 -0.282 0.128 -0.056
H -1.8358 1.2684 4.1817 0.289 0.016 0.104
H -1.5822 1.3509 1.7358 0.274 -0.052 0.145
H 2.4564 0.4439 1.9442 -0.246 0.131 0.245
H 2.4131 0.4516 4.3900 0.244 -0.042 0.362
```
Positions in Å, forces in eV/Å.

Computed properties:
- Electronic energy: -2015.165752 a.u.
- 2S+1: 4
- Net charge: +3

Atomic partial charges in e from the Löwdin method, atoms 1 to 4:
1. C -0.011
2. C -0.287
3. H 0.126
4. H 0.104

---

What did the third record say?
# C12H19Cl2NO2PTc

C12H19Cl2NO2PTc as an isolated structure at a distorted geometry (ωB97M-V/def2-TZVPD, the Open Molecules 2025 dataset).

```
38
Properties=species:S:1:pos:R:3:forces:R:3
C 4.2629 1.7066 -1.4812 -0.058 0.120 -0.975
C 3.1978 0.7404 -0.9503 3.002 -1.769 3.570
H 5.2412 1.2419 -1.6783 -0.485 -0.342 0.279
H 4.4167 2.5059 -0.7437 -0.305 -0.293 0.193
H 3.9344 2.1930 -2.3952 -0.180 0.020 -0.077
O 3.5225 -0.1361 -0.1280 -1.380 2.577 -2.937
Cl 1.6124 3.2315 0.1015 0.251 -1.116 -0.744
Tc 1.0280 1.0962 -0.6682 -2.184 3.221 2.685
P -0.3378 0.0640 -2.3034 -2.285 -1.593 -2.783
C -0.3313 -1.7531 -2.6181 0.485 -0.050 0.912
C -2.0646 0.5147 -2.7961 -0.269 0.650 1.025
H 0.9033 1.7445 -3.4707 0.050 0.179 -0.544
H -0.0686 0.7139 -4.5846 0.073 0.129 0.118
H 1.4706 0.0895 -3.8771 -0.043 0.193 -0.215
C 0.5919 0.7199 -3.7125 1.127 0.211 0.866
H -2.2080 1.5856 -2.5949 -0.052 -0.449 -0.327
H -2.2438 0.3228 -3.8630 0.472 -0.275 0.251
H -0.6662 -1.9720 -3.6412 0.014 0.382 0.201
H -0.9973 -2.2714 -1.9122 0.127 0.177 -0.211
H -2.8058 -0.0332 -2.1972 0.289 0.088 -0.125
H 0.6820 -2.1561 -2.4836 -0.241 0.014 -0.149
C 0.9968 -0.7347 -0.1030 0.406 -7.008 1.187
O 1.0987 -1.8625 0.2241 -0.680 5.581 -1.287
Cl -1.2049 2.1893 -0.4596 0.906 -0.446 -0.170
C 0.2689 0.8106 6.0367 0.191 -0.193 0.282
C 0.2949 0.8636 4.5350 0.477 -0.018 1.605
C -0.8396 1.1192 3.7606 -0.110 -0.109 1.607
C -0.7128 1.1730 2.3744 0.272 0.045 -2.847
N 0.4578 0.9909 1.7517 0.299 -0.307 -1.495
C 1.5372 0.6905 2.4825 0.130 0.187 -1.035
C 1.4989 0.6669 3.8710 -0.602 -0.004 0.957
H 0.1687 1.8113 6.4894 -0.064 -0.177 -0.324
H -0.5484 0.1936 6.4371 0.087 0.193 -0.292
H 1.2133 0.3893 6.4049 -0.282 0.128 -0.056
H -1.8358 1.2684 4.1817 0.289 0.016 0.104
H -1.5822 1.3509 1.7358 0.274 -0.052 0.145
H 2.4564 0.4439 1.9442 -0.246 0.131 0.245
H 2.4131 0.4516 4.3900 0.244 -0.042 0.362
```
Positions in Å, forces in eV/Å.

Computed properties:
- Electronic energy: -2015.165752 a.u.
- 2S+1: 4
- Net charge: +3

Atomic partial charges in e from the Löwdin method, atoms 1 to 4:
1. C -0.011
2. C -0.287
3. H 0.126
4. H 0.104

---

Repeat the third record exactly.
# C12H19Cl2NO2PTc

C12H19Cl2NO2PTc as an isolated structure at a distorted geometry (ωB97M-V/def2-TZVPD, the Open Molecules 2025 dataset).

```
38
Properties=species:S:1:pos:R:3:forces:R:3
C 4.2629 1.7066 -1.4812 -0.058 0.120 -0.975
C 3.1978 0.7404 -0.9503 3.002 -1.769 3.570
H 5.2412 1.2419 -1.6783 -0.485 -0.342 0.279
H 4.4167 2.5059 -0.7437 -0.305 -0.293 0.193
H 3.9344 2.1930 -2.3952 -0.180 0.020 -0.077
O 3.5225 -0.1361 -0.1280 -1.380 2.577 -2.937
Cl 1.6124 3.2315 0.1015 0.251 -1.116 -0.744
Tc 1.0280 1.0962 -0.6682 -2.184 3.221 2.685
P -0.3378 0.0640 -2.3034 -2.285 -1.593 -2.783
C -0.3313 -1.7531 -2.6181 0.485 -0.050 0.912
C -2.0646 0.5147 -2.7961 -0.269 0.650 1.025
H 0.9033 1.7445 -3.4707 0.050 0.179 -0.544
H -0.0686 0.7139 -4.5846 0.073 0.129 0.118
H 1.4706 0.0895 -3.8771 -0.043 0.193 -0.215
C 0.5919 0.7199 -3.7125 1.127 0.211 0.866
H -2.2080 1.5856 -2.5949 -0.052 -0.449 -0.327
H -2.2438 0.3228 -3.8630 0.472 -0.275 0.251
H -0.6662 -1.9720 -3.6412 0.014 0.382 0.201
H -0.9973 -2.2714 -1.9122 0.127 0.177 -0.211
H -2.8058 -0.0332 -2.1972 0.289 0.088 -0.125
H 0.6820 -2.1561 -2.4836 -0.241 0.014 -0.149
C 0.9968 -0.7347 -0.1030 0.406 -7.008 1.187
O 1.0987 -1.8625 0.2241 -0.680 5.581 -1.287
Cl -1.2049 2.1893 -0.4596 0.906 -0.446 -0.170
C 0.2689 0.8106 6.0367 0.191 -0.193 0.282
C 0.2949 0.8636 4.5350 0.477 -0.018 1.605
C -0.8396 1.1192 3.7606 -0.110 -0.109 1.607
C -0.7128 1.1730 2.3744 0.272 0.045 -2.847
N 0.4578 0.9909 1.7517 0.299 -0.307 -1.495
C 1.5372 0.6905 2.4825 0.130 0.187 -1.035
C 1.4989 0.6669 3.8710 -0.602 -0.004 0.957
H 0.1687 1.8113 6.4894 -0.064 -0.177 -0.324
H -0.5484 0.1936 6.4371 0.087 0.193 -0.292
H 1.2133 0.3893 6.4049 -0.282 0.128 -0.056
H -1.8358 1.2684 4.1817 0.289 0.016 0.104
H -1.5822 1.3509 1.7358 0.274 -0.052 0.145
H 2.4564 0.4439 1.9442 -0.246 0.131 0.245
H 2.4131 0.4516 4.3900 0.244 -0.042 0.362
```
Positions in Å, forces in eV/Å.

Computed properties:
- Electronic energy: -2015.165752 a.u.
- 2S+1: 4
- Net charge: +3

Atomic partial charges in e from the Löwdin method, atoms 1 to 4:
1. C -0.011
2. C -0.287
3. H 0.126
4. H 0.104